Record 1
{
  "formula": "C4H18N2O5",
  "method": "ωB97M-V with the def2-TZVPD basis set",
  "homo_energy_ev": [0.6620, -6.4343],
  "energy_ha": -648.92342,
  "charge": -1,
  "multiplicity": 2,
  "relative_energy_kj_mol": 0.0,
  "orbital_gap_ev": [2.7102, 9.6331],
  "species": ["C", "C", "C", "N", "C", "N", "O", "H", "H", "H", "H", "H", "H", "H", "H", "H", "H", "H", "H", "O", "H", "H", "O", "H", "H", "O", "H", "H", "O"],
  "coordinates": [[-3.2988, 0.7826, -0.2350], [-2.4841, -0.2514, 0.5478], [-2.2704, 0.2146, 1.9752], [-1.2722, -0.5874, -0.2041], [-0.1104, 0.1014, -0.1607], [0.7076, 0.0410, -1.2548], [0.1782, 0.8631, 0.7572], [-4.1237, 1.2008, 0.3355], [-2.6758, 1.6361, -0.5140], [-3.6411, 0.3853, -1.1963], [-3.0489, -1.1913, 0.5457], [-1.6430, -0.4807, 2.5321], [-3.2391, 0.2426, 2.4758], [-1.9043, 1.2405, 1.9962], [-1.4645, -1.2653, -0.9031], [0.6292, -0.6693, -1.9653], [1.6465, 0.3453, -1.0436], [-0.3264, -2.0477, -2.6774], [-0.1557, -3.4851, -1.8250], [-0.6431, -2.9064, -2.4284], [2.2321, -1.9657, 1.4280], [3.5459, -1.5517, 0.8709], [2.8760, -2.2355, 0.7667], [1.5076, 3.5556, -1.0827], [1.2442, 2.7865, 0.2605], [1.9318, 3.2348, -0.2679], [2.0612, 0.7113, 1.1085], [3.1259, 1.5356, 0.2702], [2.9646, 0.7168, 0.7596]],
  "forces_ev_per_a": [[0.3, 0.3, -0.5], [-0.1, 0.1, -0.4], [-0.4, 0.0, 0.1], [-0.4, 0.3, 1.1], [-0.2, -0.1, -1.6], [0.1, 0.1, 0.6], [0.2, 0.8, 1.2], [-0.3, -0.2, 0.1], [0.2, 0.0, 0.2], [-0.2, -0.1, 0.2], [0.0, 0.1, 0.2], [0.2, 0.3, 0.0], [-0.2, -0.1, 0.0], [0.4, -0.3, 0.1], [0.5, -0.5, -1.0], [-0.1, -0.1, -0.1], [0.1, -0.1, -0.1], [1.2, 0.7, 0.0], [0.7, 0.8, 0.0], [-2.2, -1.8, -0.1], [-0.3, -0.1, -0.1], [0.0, 0.2, -0.3], [0.2, -0.2, 0.3], [0.0, -0.4, 0.5], [0.0, 0.0, -0.5], [-0.2, 0.3, -0.1], [-0.2, 0.5, -0.4], [-0.5, 0.0, 0.3], [1.0, -0.4, 0.1]]
}


Record 2
{
  "formula": "C4H18N2O6",
  "method": "ωB97M-V with the def2-TZVPD basis set",
  "homo_energy_ev": -9.4537,
  "energy_ha": -724.11601,
  "smiles": "CNC(=O)CNCO.O.O.O.O",
  "relative_energy_kj_mol": 201.7,
  "orbital_gap_ev": 9.5717,
  "species": ["C", "N", "C", "O", "C", "N", "C", "O", "H", "H", "H", "H", "H", "H", "H", "H", "H", "H", "O", "H", "H", "O", "H", "H", "O", "H", "H", "O", "H", "H"],
  "coordinates": [[0.1344, -0.4173, 3.0093], [1.0490, -0.1419, 1.8968], [0.6926, 0.1610, 0.5998], [1.5844, 0.2108, -0.2572], [-0.7566, -0.0182, 0.2227], [-1.4850, 1.2882, 0.4134], [-1.7325, 1.8477, -0.9068], [-0.6380, 2.0565, -1.6987], [-0.9257, -0.2345, 2.8209], [0.3082, -1.4745, 3.2441], [0.4095, 0.1767, 3.8718], [1.9807, 0.2056, 2.0856], [-1.2565, -0.7886, 0.8323], [-0.8296, -0.5027, -0.7491], [-1.0315, 1.8547, 1.1122], [-2.5077, 1.2750, -1.4234], [-2.3441, 2.7757, -0.7896], [0.2959, 1.9559, -1.4643], [2.3208, -2.5973, -0.8062], [2.1678, -1.8721, -0.1782], [3.1604, -2.3207, -1.2193], [1.3601, 2.8992, 0.5577], [2.3083, 2.9892, 0.5463], [1.1342, 2.3116, 1.2828], [0.4084, -1.8288, -2.6090], [1.0242, -2.4396, -2.1566], [0.5859, -1.1095, -1.9872], [-2.6629, -2.3379, -1.8247], [-2.9398, -1.4814, -2.1387], [-1.8151, -2.4428, -2.2867]],
  "forces_ev_per_a": [[0.7, -0.6, 0.2], [-0.8, 1.8, -0.7], [0.8, -3.3, -0.6], [-0.6, 0.7, 0.5], [-0.9, 0.4, 1.5], [-0.2, -2.0, -1.6], [-1.1, 1.5, 1.8], [0.6, 0.4, -2.2], [0.3, 0.0, -0.4], [-0.5, 0.2, 0.3], [0.1, 0.1, 0.2], [0.0, -0.5, 0.3], [0.4, 0.3, 0.2], [0.0, 0.9, -0.4], [0.0, 0.5, -0.4], [0.6, -0.9, -0.1], [1.0, 0.0, 0.3], [-0.7, -0.2, 1.1], [0.9, 0.3, 0.2], [-0.1, -0.1, -0.2], [-0.5, -0.3, 0.1], [-0.7, 0.5, 0.0], [0.5, -0.1, 0.1], [0.3, 0.1, 0.1], [0.3, -0.2, 0.7], [-0.3, -0.3, -0.5], [-0.3, 0.6, -0.5], [0.5, -0.2, -0.1], [-0.4, 0.4, -0.1], [0.1, -0.1, 0.2]]
}


Record 3
{
  "formula": "C4H18NO6",
  "method": "ωB97M-V with the def2-TZVPD basis set",
  "homo_energy_ev": -13.6530,
  "energy_ha": -669.14808,
  "charge": 1,
  "relative_energy_kj_mol": 148.2,
  "orbital_gap_ev": 10.8442,
  "species": ["O", "C", "C", "C", "C", "O", "N", "H", "H", "H", "H", "H", "H", "H", "H", "H", "H", "H", "H", "O", "H", "H", "O", "H", "H", "O", "H", "H", "O"],
  "coordinates": [[2.3700, 0.0014, 0.8426], [1.2317, -0.3912, 0.8432], [0.1314, 0.1685, -0.0540], [-0.7507, 1.0934, 0.7639], [-1.8155, 1.8120, -0.0731], [0.1428, 2.0027, 1.4161], [0.7723, 0.8981, -1.2195], [0.8949, -1.0645, 1.6480], [-0.3848, -0.6668, -0.5059], [-1.2397, 0.5537, 1.5779], [-2.7822, 1.3252, 0.0781], [-1.9830, 2.8310, 0.2726], [-1.6767, 1.7449, -1.1512], [-0.2406, 2.8841, 1.4908], [1.7804, 0.9667, -1.0035], [0.4537, 1.8655, -1.1841], [0.5787, 0.4521, -2.1080], [0.0916, -3.6269, 2.4100], [-0.5724, -2.2972, 3.1507], [-0.0421, -2.6817, 2.4547], [3.4014, 1.4445, 0.0114], [2.6957, 2.6548, 0.5023], [3.0695, 2.2984, -0.3214], [-2.6645, -3.2362, -1.5692], [-2.2294, -2.9121, -0.0937], [-2.0905, -2.6931, -1.0191], [0.2523, -1.5776, -3.0813], [0.0322, -2.3101, -1.9181], [0.5738, -1.5400, -2.1603]],
  "forces_ev_per_a": [[-0.1, -0.5, -0.7], [0.0, 0.5, 1.2], [0.7, -0.5, -0.6], [-0.2, 0.9, 0.4], [-0.8, -0.7, 0.3], [0.3, 0.2, -0.5], [-0.2, 0.6, 1.6], [-0.1, -0.1, -0.4], [-0.5, 0.0, 0.3], [0.0, -0.4, -0.3], [0.1, -0.1, 0.1], [0.3, 0.1, -0.2], [0.3, 0.4, 0.0], [-0.1, -0.2, 0.1], [0.2, 0.2, -0.3], [0.1, 0.1, -0.4], [0.0, -0.2, 0.0], [-0.5, -0.2, 0.9], [-0.2, -1.0, 0.5], [0.5, 1.0, -1.3], [0.2, 0.4, -0.2], [0.1, 0.1, -0.4], [0.0, -0.2, 0.5], [-0.1, -0.1, 0.3], [-0.2, -0.3, -0.1], [0.5, 0.4, -0.3], [0.8, 0.6, -0.1], [0.2, 0.0, 1.1], [-1.0, -1.1, -1.5]]
}


Record 4
{
  "formula": "C4H19N2O3S",
  "method": "ωB97M-V with the def2-TZVPD basis set",
  "homo_energy_ev": -11.6755,
  "energy_ha": -896.94493,
  "charge": 1,
  "relative_energy_kj_mol": 140.8,
  "orbital_gap_ev": 8.9279,
  "species": ["N", "C", "C", "C", "S", "C", "N", "H", "H", "H", "H", "H", "H", "H", "H", "H", "H", "H", "H", "H", "H", "H", "O", "H", "H", "O", "H", "H", "O"],
  "coordinates": [[-1.3165, -0.0649, 1.4756], [-0.1506, -0.4044, 0.5043], [-0.4977, 0.7253, -0.6072], [0.7207, 1.3657, -1.2328], [1.0774, 0.6269, -2.8268], [-0.1870, -1.8784, 0.1364], [0.2914, -2.4592, 1.4695], [-1.0823, 0.7549, 2.0823], [-1.3630, -0.7664, 2.2205], [-2.2751, 0.0335, 1.1334], [0.8002, -0.2141, 1.0397], [-1.0797, 1.4985, -0.1086], [-1.2519, 0.3167, -1.2651], [1.6008, 1.6723, -0.6866], [0.3363, 2.3549, -1.6541], [2.3730, 0.3188, -2.6724], [-1.1482, -2.3321, -0.1084], [0.5124, -2.1553, -0.6526], [0.0564, -3.4365, 1.4060], [1.3215, -2.5655, 1.3585], [2.5209, -0.1593, -0.3156], [3.9963, 0.1031, -0.0832], [3.1270, 0.5724, -0.1586], [-0.5934, 1.5610, 4.3946], [-1.1331, 2.8132, 3.5551], [-0.5587, 2.0456, 3.5676], [-4.1402, -1.1640, -0.7120], [-2.6787, -1.8120, -0.8773], [-3.2166, -1.1551, -0.4392]],
  "forces_ev_per_a": [[1.2, -0.6, 2.6], [-2.4, 2.4, -1.8], [1.2, -1.1, 2.0], [-1.9, 2.6, -2.4], [0.7, -1.0, -0.6], [1.1, -0.2, 1.9], [0.7, -0.8, -1.6], [0.1, 0.1, -0.7], [0.0, -0.6, -0.3], [0.3, -0.2, -0.9], [-0.7, 0.2, -0.2], [0.3, 0.2, 0.4], [0.3, -0.3, -0.7], [-0.2, -0.5, 0.5], [0.3, -0.9, 1.0], [0.0, 0.0, 0.1], [0.1, 0.4, 0.2], [-0.1, 0.5, -0.2], [-0.5, -0.6, 0.5], [-0.7, 0.6, 0.4], [0.0, 0.0, -0.2], [-0.9, 0.8, 0.0], [1.6, -1.2, 0.4], [-0.3, 0.5, 0.3], [-0.1, 0.0, 0.6], [0.3, -0.7, -1.1], [0.3, -0.4, -0.3], [-0.6, -0.3, -0.5], [0.1, 0.8, 0.8]]
}


Which formula does entry 4 have?
C4H19N2O3S